1.
112
Properties=species:S:1:pos:R:3:forces:R:3:lowdin_charge:R:1 method="wB97M-V/def2-TZVPD" e_above_lowest_kcal_mol=0.00 e_lumo_ev=0.1 orbital_gap_ev=10.364 smiles="C[N+](=O)[O-].C[N+](=O)[O-].CCOC(C)=O.CCOC(C)=O.CCOC(C)=O.CCOC(C)=O.CCOC(C)=O.CCOC(C)=O.CCOC(C)=O" spin_multiplicity=1 e_homo_ha=-0.3775
C 0.147 0.319 0.745 0.13 0.41 0.67 0.05
N 0.662 -0.697 1.724 1.32 0.99 -1.28 -0.41
O 1.408 -0.284 2.598 -0.44 -0.43 0.37 0.04
O 0.480 -1.853 1.433 -0.44 -0.43 0.61 0.07
H 0.437 -0.049 -0.230 -0.61 -0.15 -0.17 0.09
H 0.663 1.260 0.898 0.18 -0.13 0.23 0.05
H -0.908 0.475 0.941 -0.15 -0.34 -0.45 0.09
C 4.429 -1.838 2.425 -1.05 -0.02 -0.53 0.04
N 5.258 -0.697 2.844 0.06 0.18 -0.20 -0.45
O 5.908 -0.147 1.973 0.11 -0.07 0.09 0.05
O 5.150 -0.308 3.986 0.15 -0.08 0.08 0.07
H 4.053 -2.391 3.275 0.21 0.02 0.14 0.11
H 4.877 -2.456 1.655 0.55 0.07 0.24 0.09
H 3.583 -1.354 1.931 -0.12 -0.12 0.18 0.07
O -2.143 2.621 -5.451 -0.15 -0.25 0.15 0.10
C -1.315 3.485 -5.356 -0.24 0.17 -0.12 -0.55
O -0.012 3.255 -5.133 0.39 0.27 -0.09 -0.01
C 0.349 1.997 -4.591 -0.03 -1.40 0.06 -0.23
C 0.135 2.004 -3.090 0.78 -0.33 0.23 -0.05
C -1.594 4.955 -5.449 0.57 0.46 0.08 0.02
H 1.388 1.770 -4.830 0.14 0.71 -0.03 0.12
H -0.183 1.172 -5.075 -0.37 0.30 0.03 0.12
H 0.794 1.281 -2.597 -0.10 -0.13 -0.21 0.07
H -0.881 1.757 -2.788 -0.15 0.41 -0.01 0.08
H 0.506 2.959 -2.715 -0.46 0.12 0.18 0.08
H -1.609 5.308 -6.480 -0.19 -0.23 -0.08 0.09
H -0.784 5.495 -4.959 -0.11 0.03 0.07 0.09
H -2.527 5.199 -4.953 -0.12 -0.08 -0.10 0.08
O -2.681 0.612 -0.647 0.08 0.17 0.37 0.08
C -3.099 -0.517 -0.594 -0.15 -0.19 -0.80 -0.54
O -4.311 -0.838 -0.136 -0.13 -0.15 0.27 0.01
C -5.059 0.212 0.490 0.15 0.58 0.45 -0.23
C -6.398 -0.323 0.903 -0.19 -0.58 0.11 -0.07
C -2.378 -1.715 -1.144 0.16 -0.12 -0.50 0.03
H -5.115 1.089 -0.155 -0.02 -0.17 -0.17 0.10
H -4.528 0.533 1.394 0.14 -0.02 -0.16 0.13
H -6.986 -0.716 0.073 0.08 0.10 -0.10 0.08
H -6.986 0.438 1.412 0.05 0.13 -0.04 0.08
H -6.241 -1.143 1.608 -0.11 0.01 -0.03 0.08
H -3.032 -2.324 -1.769 -0.21 0.02 0.26 0.09
H -1.974 -2.351 -0.358 0.00 0.07 0.08 0.09
H -1.581 -1.372 -1.802 0.15 0.06 0.26 0.09
O 2.931 -3.143 -0.198 0.30 -0.11 -0.26 0.07
C 3.606 -2.488 -0.963 -0.76 0.35 0.75 -0.54
O 4.549 -2.986 -1.755 0.13 0.03 -0.39 0.01
C 4.777 -4.395 -1.700 -0.23 -0.86 0.37 -0.23
C 6.208 -4.687 -2.068 0.32 -0.20 -0.09 -0.07
C 3.489 -0.989 -1.071 0.26 -0.44 0.11 0.04
H 4.088 -4.939 -2.354 -0.02 0.41 -0.24 0.13
H 4.513 -4.776 -0.711 0.28 0.30 0.11 0.12
H 6.387 -4.612 -3.141 -0.06 0.12 0.00 0.08
H 6.455 -5.709 -1.773 -0.07 0.01 -0.04 0.08
H 6.915 -4.031 -1.561 -0.13 0.08 0.07 0.08
H 4.240 -0.548 -0.409 0.21 0.08 -0.32 0.09
H 2.535 -0.663 -0.674 -0.18 -0.06 -0.22 0.06
H 3.640 -0.709 -2.110 0.04 0.39 0.12 0.09
O -1.725 5.397 -1.884 -0.12 0.24 0.20 0.09
C -2.045 4.587 -1.047 0.64 -0.46 -0.54 -0.55
O -3.088 3.773 -1.182 -0.63 0.05 0.36 -0.01
C -4.006 4.082 -2.251 0.73 0.28 -0.61 -0.21
C -5.243 3.258 -2.062 -0.15 0.35 1.23 -0.06
C -1.242 4.263 0.181 -0.06 -0.09 0.16 0.03
H -3.497 3.875 -3.198 -0.12 -0.14 0.05 0.11
H -4.180 5.161 -2.245 -0.21 -0.08 0.13 0.13
H -5.029 2.198 -2.163 -0.19 -0.04 -0.42 0.07
H -6.070 3.635 -2.656 0.11 -0.34 -0.46 0.08
H -5.579 3.404 -1.024 0.07 -0.06 -0.10 0.08
H -1.887 3.998 1.018 -0.02 0.16 0.01 0.09
H -0.598 5.104 0.419 0.01 -0.01 0.08 0.09
H -0.629 3.379 -0.013 0.03 0.06 -0.19 0.07
O 2.250 2.360 -0.347 -0.10 -0.15 0.24 0.07
C 2.663 3.439 0.011 0.17 -0.05 -0.20 -0.54
O 2.932 3.775 1.269 -0.06 0.02 -0.16 0.01
C 2.765 2.809 2.319 0.29 0.28 0.76 -0.20
C 1.472 3.022 3.081 0.17 -0.44 0.03 -0.05
C 2.945 4.563 -0.937 0.14 -0.05 -0.33 0.03
H 3.600 3.053 2.979 -0.02 -0.25 0.05 0.13
H 2.890 1.779 1.992 -0.11 0.11 -0.42 0.10
H 1.371 2.201 3.793 0.01 0.06 0.05 0.07
H 0.598 2.985 2.429 0.00 0.20 -0.03 0.06
H 1.512 3.948 3.650 -0.20 0.12 -0.15 0.08
H 3.329 4.142 -1.865 -0.12 -0.05 -0.01 0.09
H 3.681 5.261 -0.551 -0.16 0.11 0.17 0.09
H 2.004 5.065 -1.164 0.05 0.13 0.03 0.09
O -1.550 -6.279 -0.895 -0.17 0.10 0.00 0.10
C -0.548 -5.649 -1.109 0.37 -0.38 -0.17 -0.54
O 0.009 -5.548 -2.338 0.01 0.29 0.09 -0.02
C -0.745 -6.103 -3.419 -0.27 -0.02 -0.12 -0.23
C -1.925 -5.249 -3.801 -0.55 0.01 -0.43 -0.08
C 0.272 -4.943 -0.083 0.23 0.29 0.51 0.01
H -1.097 -7.097 -3.149 0.18 -0.10 -0.02 0.12
H -0.065 -6.144 -4.267 0.22 -0.18 0.15 0.12
H -1.630 -4.242 -4.097 0.04 0.05 0.22 0.08
H -2.695 -5.231 -3.032 0.16 0.17 0.15 0.07
H -2.406 -5.691 -4.680 0.10 -0.03 0.01 0.08
H 1.252 -5.398 0.071 -0.07 -0.22 -0.26 0.09
H -0.241 -4.963 0.875 -0.11 0.07 -0.06 0.09
H 0.503 -3.917 -0.365 -0.17 0.01 -0.06 0.06
O -0.347 1.087 6.359 0.04 0.19 0.17 0.11
C -0.932 0.249 5.729 0.37 0.38 -0.45 -0.54
O -1.335 -0.918 6.236 -0.55 -0.37 -0.15 0.00
C -1.141 -1.103 7.629 -0.09 0.61 1.54 -0.24
C 0.225 -1.674 7.944 -0.02 -0.60 -0.49 -0.06
C -1.302 0.380 4.271 0.12 -0.31 0.51 0.03
H -1.945 -1.712 8.044 0.05 -0.48 -0.70 0.12
H -1.308 -0.159 8.163 0.33 0.09 -0.35 0.12
H 0.461 -2.411 7.170 0.05 0.03 0.07 0.08
H 0.214 -2.228 8.882 0.03 0.23 0.14 0.08
H 1.018 -0.931 7.938 -0.07 0.12 0.09 0.08
H -1.121 -0.582 3.793 -0.28 0.03 -0.12 0.08
H -0.689 1.147 3.813 -0.06 0.13 0.00 0.06
H -2.359 0.647 4.245 0.00 -0.08 -0.28 0.09

2.
116
Properties=species:S:1:pos:R:3:forces:R:3:lowdin_charge:R:1 method="wB97M-V/def2-TZVPD" e_lumo_ev=-0.7 orbital_gap_ev=7.853 smiles=CC[C@H](I)[C@](CCC(F)(F)C(F)(F)S(F)(F)(F)(F)F)(OC)[C@@H](NCCCc1ccccc1)[C@H](Cl)[C@@H](C)Cl.CO.CO.CO.CO.CO.CO.CO.CO spin_multiplicity=1 e_homo_ha=-0.3127
C -4.950 1.532 -1.506 0.67 -0.72 0.61 -0.08
C -4.010 1.954 -0.289 -1.60 -0.17 0.49 -0.31
C -3.005 0.819 0.145 -0.53 0.19 -1.14 -0.57
I -2.616 1.143 2.259 -0.23 -0.10 -0.23 1.03
C -1.680 0.720 -0.798 0.44 -0.21 2.55 -0.39
C -0.395 1.227 0.010 1.01 -0.01 -0.96 -0.15
C 0.881 1.395 -0.952 -1.24 0.43 0.12 -0.04
C 2.166 1.869 -0.175 -1.63 1.69 -1.10 -0.35
F 1.871 2.403 1.075 0.72 -1.40 -1.33 0.09
F 2.609 3.012 -0.897 0.14 -1.31 0.82 0.05
C 3.396 0.902 -0.200 1.57 2.25 -1.43 -0.36
F 3.741 0.710 -1.527 -1.03 0.05 1.72 0.10
F 4.473 1.589 0.338 -1.62 -1.13 -0.53 0.08
S 3.265 -0.769 0.606 2.64 -3.12 1.91 0.91
F 4.372 -0.289 1.732 -1.45 -0.64 -1.06 -0.16
F 2.085 -0.367 1.629 0.80 0.03 -1.64 -0.13
F 2.261 -1.387 -0.517 0.41 1.25 1.09 -0.15
F 4.523 -1.280 -0.341 -1.30 0.68 1.03 -0.16
F 3.301 -2.236 1.307 -0.32 1.36 -0.73 -0.14
O -1.913 1.718 -1.783 0.06 -0.66 -0.56 -0.18
C -1.547 1.541 -3.124 0.77 0.32 -2.23 -0.14
C -1.420 -0.784 -1.264 0.97 0.08 -1.58 -0.28
N -0.751 -1.656 -0.300 -0.89 1.24 0.05 -0.02
C -1.416 -2.058 0.929 0.34 -2.08 1.94 -0.25
C -0.529 -1.880 2.246 -0.29 -0.92 0.14 -0.21
C -1.285 -2.446 3.529 -0.21 1.46 0.26 -0.16
C -0.709 -1.861 4.897 1.11 -0.52 2.46 -0.15
C -0.402 -0.447 5.086 0.13 -0.82 1.02 -0.07
C 0.087 0.146 6.341 -0.46 -2.40 -0.41 -0.08
C 0.321 -0.716 7.493 -0.80 -0.23 -2.34 -0.10
C 0.044 -2.149 7.361 -0.37 0.84 -1.50 -0.10
C -0.451 -2.752 6.115 0.29 3.09 -0.46 -0.02
C -2.582 -1.437 -2.126 1.17 0.42 -1.65 -0.59
Cl -3.782 -2.477 -1.274 0.48 0.58 0.35 0.69
C -1.929 -2.350 -3.287 -2.91 -1.18 0.52 -0.68
C -3.139 -3.173 -3.947 1.33 0.04 -1.52 -0.20
Cl -1.205 -1.383 -4.638 0.17 -0.36 0.86 0.64
H -5.557 0.632 -1.189 0.56 0.97 -0.27 0.08
H -4.318 1.181 -2.363 -0.72 0.67 0.47 0.05
H -5.674 2.340 -1.781 0.82 -0.66 0.12 0.07
H -4.733 2.053 0.577 0.84 -0.03 -0.83 0.07
H -3.567 2.972 -0.407 -0.04 -1.03 -0.08 0.11
H -3.600 -0.138 0.098 0.84 0.93 0.18 0.05
H -0.587 2.276 0.376 -0.05 -1.30 -0.04 0.11
H -0.075 0.527 0.813 -0.71 0.68 -0.43 0.06
H 0.580 2.234 -1.646 0.77 -0.76 0.72 0.13
H 1.055 0.514 -1.616 0.20 0.58 0.85 0.11
H -2.284 0.993 -3.787 0.47 0.44 1.08 0.07
H -0.551 1.043 -3.325 -1.00 0.42 0.59 0.07
H -1.448 2.562 -3.602 -0.20 -0.91 0.78 0.11
H -0.590 -0.691 -2.039 -1.15 0.15 0.56 0.11
H -0.198 -2.385 -0.745 -0.43 0.29 0.25 0.12
H -1.563 -3.186 0.880 -0.14 1.14 0.10 0.12
H -2.434 -1.657 1.144 0.88 0.07 -0.70 0.06
H -0.289 -0.815 2.474 0.05 -0.88 -0.54 0.03
H 0.391 -2.519 2.092 -0.66 1.02 0.25 0.11
H -1.337 -3.562 3.520 0.20 1.00 0.22 0.10
H -2.335 -2.026 3.454 0.91 -0.61 0.16 0.10
H -0.540 0.250 4.229 0.07 -0.63 0.76 0.03
H 0.259 1.253 6.352 -0.10 -1.28 0.17 0.10
H 0.710 -0.244 8.421 -0.40 -0.72 -0.69 0.09
H 0.208 -2.796 8.254 -0.14 0.51 -0.92 0.09
H -0.625 -3.849 6.066 0.11 1.02 -0.06 0.09
H -3.161 -0.647 -2.686 0.47 -0.79 0.81 0.09
H -1.237 -3.126 -2.876 -0.06 1.08 -0.39 0.11
H -3.304 -4.163 -3.463 -0.11 1.06 -0.13 0.07
H -4.062 -2.553 -4.069 0.76 -0.62 0.42 0.08
H -2.787 -3.399 -4.999 -0.46 0.08 1.08 0.06
C 3.423 -3.024 -4.037 -0.14 0.16 0.38 -0.15
O 3.749 -3.353 -2.690 -0.07 -0.05 0.10 -0.13
H 3.888 -3.751 -4.698 0.02 0.06 0.11 0.07
H 2.337 -3.054 -4.173 0.00 0.04 -0.22 0.07
H 3.800 -2.028 -4.276 -0.06 -0.06 -0.25 0.07
H 3.327 -2.694 -2.126 0.19 -0.16 -0.03 0.03
C 5.658 -3.471 -7.368 0.19 0.19 0.19 -0.16
O 5.179 -2.396 -6.569 0.01 0.07 -0.07 -0.14
H 4.816 -3.912 -7.900 -0.01 0.09 0.07 0.08
H 6.387 -3.101 -8.092 0.01 -0.20 -0.10 0.07
H 6.120 -4.231 -6.732 0.02 -0.13 -0.16 0.08
H 5.939 -2.023 -6.109 -0.16 0.00 -0.02 0.08
C 0.240 5.781 -0.724 0.24 -0.33 0.09 -0.15
O 0.831 5.249 0.452 -0.07 -0.01 0.02 -0.12
H -0.257 6.717 -0.473 0.07 -0.06 0.07 0.06
H 1.012 5.973 -1.474 -0.15 0.09 -0.15 0.08
H -0.498 5.075 -1.119 -0.09 0.14 -0.18 0.07
H 1.263 4.424 0.203 0.03 0.21 0.16 0.03
C -9.000 2.670 -2.778 -0.10 0.17 0.27 -0.16
O -8.678 2.342 -1.432 0.05 -0.03 0.04 -0.14
H -8.516 1.950 -3.437 0.01 0.00 0.11 0.08
H -10.082 2.621 -2.925 0.03 0.03 -0.21 0.07
H -8.638 3.674 -3.014 -0.05 -0.02 -0.21 0.08
H -9.115 2.990 -0.869 0.10 -0.13 0.00 0.07
C 1.217 -5.911 3.136 0.16 0.24 0.21 -0.14
O 0.726 -4.852 3.947 0.06 -0.04 0.02 -0.15
H 0.376 -6.379 2.625 -0.01 0.07 0.07 0.08
H 1.917 -5.518 2.394 0.03 -0.19 -0.09 0.08
H 1.719 -6.655 3.760 0.04 -0.13 -0.18 0.08
H 1.488 -4.453 4.388 -0.10 0.08 0.03 0.06
C -3.176 8.043 -1.227 0.08 -0.25 -0.25 -0.16
O -4.086 7.233 -1.962 -0.08 -0.03 -0.02 -0.13
H -3.745 8.697 -0.568 -0.05 -0.08 -0.07 0.08
H -2.519 7.409 -0.628 0.07 0.19 0.11 0.06
H -2.584 8.651 -1.916 0.10 0.12 0.18 0.08
H -3.562 6.665 -2.537 -0.14 0.05 0.06 0.07
C 6.566 4.614 -0.209 -0.26 -0.21 0.11 -0.16
O 6.502 3.623 0.807 0.03 0.00 0.05 -0.13
H 7.554 5.070 -0.189 -0.03 -0.08 0.06 0.08
H 6.400 4.155 -1.188 0.04 0.18 -0.11 0.07
H 5.811 5.383 -0.027 0.07 0.12 -0.17 0.08
H 5.621 3.234 0.771 0.23 0.09 0.08 0.04
C 4.126 -4.117 6.731 0.05 0.27 -0.07 -0.15
O 3.680 -3.674 5.455 -0.10 -0.07 -0.15 -0.13
H 3.725 -5.113 6.914 -0.02 0.06 -0.09 0.08
H 5.217 -4.159 6.749 -0.01 -0.09 0.17 0.08
H 3.768 -3.436 7.507 0.05 -0.13 0.13 0.08
H 4.045 -2.794 5.315 -0.15 -0.10 -0.08 0.08